(1)
17
Properties=species:S:1:pos:R:3:forces:R:3:nbo_charge:R:1 method="wB97M-V/def2-TZVPD" total_charge=+1 e_tot_ev=-17165.4668 gap_ha="0.29924 / 0.17874" molar_mass_g_mol=328.07 spin_multiplicity=4 lumo_energy_ev="-3.6 / -9.4" de_lowest_ev=0.000
Au -1.050759 1.237404 -0.631277 0.21 4.07 -0.74 0.727
H -4.329616 -0.806295 -0.758485 0.19 0.18 0.17 0.223
C -0.454537 -1.485751 -0.170636 -0.35 -0.39 0.10 -0.140
H -3.908040 1.644871 1.104061 -0.16 -0.17 -0.14 0.245
H -5.525881 0.999471 0.397958 0.27 -0.03 0.05 0.254
C -4.444159 0.918326 0.492324 -0.16 1.06 0.62 -0.230
H -2.088558 -1.589658 -1.602539 0.04 0.12 0.24 0.238
C -3.813912 -0.062269 -0.146070 0.58 -1.16 -0.96 0.147
O 0.140284 -0.302177 -0.624449 0.87 -2.29 -0.42 -0.583
O 1.364598 1.598661 0.427242 -0.61 -1.75 -1.49 -0.570
O 2.533019 -0.348620 0.661851 -1.96 -0.01 -1.87 -0.484
H 0.003031 -2.378945 -0.629910 0.14 0.41 0.11 0.258
H -2.464037 -2.280819 0.008581 0.04 0.29 -0.09 0.243
H -0.333602 -1.569016 0.924383 0.11 0.01 -0.22 0.238
O -2.452035 -0.200888 -0.107259 -2.63 -1.28 1.15 -0.447
C 1.753740 0.465620 0.305009 3.22 2.08 3.78 1.007
C -1.930557 -1.478651 -0.518968 0.19 -1.16 -0.31 -0.126


(2)
62
Properties=species:S:1:pos:R:3:forces:R:3:nbo_charge:R:1 method="wB97M-V/def2-TZVPD" total_charge=+1 e_tot_ev=-46276.8005 gap_ha=0.33233 molar_mass_g_mol=369.45 spin_multiplicity=1 lumo_energy_ev=-2.4 de_lowest_ev=5.666
H -4.266648 -0.984672 0.835712 -0.53 -0.69 -0.45 0.501
H 3.353576 -1.952059 -2.431010 0.71 -0.02 -0.08 0.498
N -0.811636 1.207326 -0.087225 1.45 -0.88 -3.14 -0.807
O 2.838572 -2.683293 -2.105291 -1.11 -0.10 0.35 -0.964
H -0.764854 2.618969 -3.005043 -0.21 0.90 0.31 0.506
C 1.957438 0.349791 2.462133 1.04 -2.48 0.68 -0.468
C 2.693023 0.014293 1.141984 -1.22 -1.06 -2.38 -0.067
C -0.642506 -0.341041 -0.261733 -1.25 0.53 3.04 -0.237
O -1.904474 0.040639 4.253777 -0.22 0.79 -0.59 -0.964
H 0.967947 -0.830229 -1.464025 0.01 -0.72 1.70 0.195
H 3.352105 -3.453753 -1.872540 0.67 0.07 -0.06 0.502
O -1.850666 -4.420320 -2.105334 -0.02 -0.40 -0.10 -0.950
H 3.681607 1.887349 0.491184 -0.19 -0.70 -0.25 0.217
H -1.387724 -0.546697 -1.058538 1.08 -0.46 0.42 0.250
H 0.045303 1.438850 -2.783600 0.95 1.40 0.74 0.508
H -0.585209 4.681926 0.501170 0.45 -0.20 0.35 0.496
H -1.606624 0.083311 5.160439 0.19 -0.19 0.29 0.486
O -0.635526 2.328928 2.207737 -0.48 -1.16 1.92 -0.978
H -3.731205 -0.938680 -0.722075 -0.91 -0.78 -0.80 0.494
O 0.628353 -2.997878 -3.573855 -0.67 0.78 0.44 -1.020
O 1.242490 3.203572 -0.156871 0.34 0.72 -0.04 -0.972
H 0.604524 -3.823121 -4.049845 0.34 -0.36 -0.20 0.485
O -1.420552 4.282915 0.275149 -1.22 -0.41 -0.84 -0.975
H -3.264891 -1.397883 -3.313020 0.56 -0.37 0.22 0.496
H -0.016727 1.778290 0.307601 -0.85 -1.31 0.52 0.513
O -2.634306 -1.571746 -2.592267 -0.28 0.33 -0.04 -0.984
H 1.096796 -1.679980 0.116965 -0.46 -0.56 0.46 0.216
H 0.777926 3.336428 -0.992660 -0.24 -0.18 -0.22 0.502
O -3.627610 -0.719122 0.185342 1.63 1.70 0.90 -0.995
O 0.917536 0.257217 -3.493471 -0.18 -0.17 0.66 -0.980
H 0.870607 0.192126 2.546921 0.50 0.14 -0.71 0.217
H 4.813784 0.485961 0.505287 -0.17 -0.41 -0.50 0.232
C 3.908989 0.897035 0.929179 0.28 1.23 1.77 -0.637
H -1.026161 -4.104879 -2.492880 0.02 0.26 0.19 0.475
H -1.556172 3.493255 0.819106 0.60 0.68 0.41 0.489
S 2.581230 -0.977569 3.753756 -1.32 1.55 -0.69 -0.074
C 0.800128 -0.749165 -0.322122 1.55 1.40 -4.93 -0.256
H -1.982726 -2.227200 -2.881298 -0.32 0.23 -0.41 0.494
H -3.499520 2.634239 -1.788965 0.61 0.22 -0.09 0.493
H -2.099811 3.246302 -1.401540 -0.51 0.19 -0.07 0.504
H 1.380814 -2.976445 -2.942841 -0.04 -0.29 -0.42 0.510
O -2.550604 2.628551 -2.009164 -0.60 -0.03 0.28 -0.998
H -0.785679 1.625383 -1.099976 -0.36 -0.76 1.68 0.465
H 2.074393 3.657277 -0.326037 0.17 -0.06 0.32 0.483
H 2.259717 1.362485 2.654597 -0.20 0.46 0.89 0.210
H -0.914917 -0.897286 0.684985 -1.05 1.28 -0.85 0.222
O -0.017928 2.402702 -2.426635 -0.47 -1.90 -1.56 -1.001
H 4.209206 1.204355 1.939775 0.38 -0.09 -0.02 0.214
H -3.346645 -3.456818 2.008372 -0.35 -0.40 0.18 0.486
H -1.597401 -0.776272 3.868414 0.08 -0.54 0.07 0.484
H 3.823688 -0.647349 3.531152 1.08 0.04 0.04 0.117
H 2.098445 0.675742 -0.859315 0.57 -0.01 0.97 0.381
H 0.177038 2.283325 2.731668 0.13 0.54 -0.33 0.490
H -1.160682 1.666784 2.735371 0.09 0.77 -0.60 0.504
O -3.417454 -2.537071 2.253882 -0.40 0.97 0.71 -0.966
N 1.731524 0.320732 0.025841 0.12 -0.58 0.54 -0.661
H -4.152930 -2.399715 2.887532 0.72 -0.68 -0.52 0.484
H 2.992000 -1.109430 1.100263 -0.50 1.78 0.21 0.196
H -1.734370 1.353345 0.269330 -0.40 0.31 0.54 0.429
H 1.467894 0.790206 -4.077434 -0.19 -0.59 -0.48 0.509
H -2.334361 -3.672197 -1.747862 0.07 0.08 0.09 0.473
H 0.547036 -0.558608 -3.863080 0.52 0.18 -0.50 0.527


(3)
119
Properties=species:S:1:pos:R:3:forces:R:3:mulliken_charge:R:1 method="wB97M-V/def2-TZVPD" total_charge=-1 e_tot_ev=-84171.1901 gap_ha=0.10331 molar_mass_g_mol=928.85 spin_multiplicity=1 lumo_energy_ev=-0.8
C -7.980870 -4.011428 5.757342 -0.06 0.03 0.08 -0.135
O -0.587895 0.447011 -2.778523 0.03 -0.07 -0.20 -0.563
C -2.679092 -2.342473 9.926889 0.25 0.77 0.16 -0.905
C -3.775281 -3.285552 6.496022 0.39 -1.25 -0.22 -0.692
H 0.159914 1.625371 2.429786 0.00 0.38 0.03 0.217
C -0.590497 -0.067648 3.521583 0.05 0.58 -0.44 -0.411
H -4.489201 -2.088573 2.751423 -0.36 0.31 -0.14 0.388
H 7.950643 3.665178 -9.544212 -0.07 0.05 -0.02 0.263
H -3.061021 -3.944258 4.557565 -0.22 -0.52 -0.08 0.233
H -0.960308 -1.149321 -1.225720 0.12 -0.33 -0.31 0.274
H -4.234098 -2.386494 6.891743 -0.19 0.14 0.16 0.274
C 0.445249 -4.353630 2.646976 -0.01 0.71 0.29 -0.861
C 6.169418 3.131807 -8.545056 0.02 -0.01 0.00 -0.459
C -9.208988 -3.941703 6.264634 0.07 0.00 -0.01 -0.444
C -3.526683 -1.634519 2.996211 0.42 -0.82 -0.11 -1.021
H 10.029270 3.934282 -9.740796 0.07 -0.05 0.02 0.269
H 0.565066 0.035166 0.773862 0.30 0.18 -0.10 0.028
H -2.439560 4.186050 -1.206579 0.02 0.02 0.01 0.425
H 0.843406 4.467013 -4.071915 0.03 0.02 0.05 0.709
C 1.321892 4.361630 -6.932661 0.03 0.01 0.04 0.274
C -7.732123 -4.623515 4.427458 0.10 0.05 0.02 0.280
C 11.811483 4.467441 -10.739921 -0.04 0.01 -0.01 -0.496
C 7.742526 1.448743 -6.839671 -0.03 -0.03 0.03 -0.525
C -0.653086 1.654632 -2.737801 -0.03 -0.02 0.21 0.358
O 13.637519 5.229644 -12.016508 -0.02 0.01 -0.01 -0.541
H -2.969722 -2.773930 1.273362 0.11 -0.23 -0.23 0.586
H -2.293369 1.695997 -1.285433 0.09 -0.05 0.05 0.307
H -1.731671 -2.488235 -0.590561 0.07 0.00 -0.30 0.178
C -2.369621 -3.524422 7.093499 -0.32 0.58 -0.42 -0.513
C 11.551785 6.109411 -12.658008 -0.07 0.02 -0.01 -0.441
C 0.038409 5.109640 -6.928001 -0.05 0.02 0.00 -0.260
C 1.604663 3.479659 -8.093272 0.03 -0.14 -0.13 -0.248
H 2.017765 -1.096473 3.628721 -0.23 0.05 0.26 0.038
H -8.699424 -5.595753 2.718983 0.04 0.01 0.00 0.431
H 2.239188 -2.785438 4.225882 -0.21 0.09 0.25 0.280
H -0.445285 -4.547637 2.058497 -0.06 -0.12 -0.25 0.366
H -4.787171 -3.412492 4.606432 0.03 -0.38 -0.19 -0.100
H -0.140422 -3.324877 4.500026 0.15 0.18 0.07 -0.032
H -1.944042 0.244100 0.951052 0.18 0.60 0.42 0.032
Nb -0.749426 -1.063041 1.465203 -0.43 -2.28 -1.76 -0.565
H -0.748807 -3.024636 9.332791 0.15 -0.09 0.12 0.365
H 0.821442 -4.822617 4.731002 0.20 0.19 0.30 0.543
H -3.811281 -0.527012 10.199304 0.24 0.30 -0.10 0.505
H -3.020190 -3.370878 9.960971 -0.11 -0.26 -0.25 0.413
H -10.999361 -5.463679 3.671887 -0.03 0.01 0.03 0.393
O -11.499431 -4.411560 5.987971 0.02 -0.01 -0.02 -0.560
C 10.239456 6.151108 -12.445189 0.04 0.04 -0.05 -0.422
C -3.356868 -1.843980 4.493393 0.26 -0.10 -0.01 0.077
C 6.430109 1.489839 -6.626073 0.07 -0.02 0.03 -0.470
H 0.982751 1.986794 -4.159279 0.01 -0.02 0.02 0.511
H 5.504891 3.742461 -9.143324 -0.01 0.00 0.02 0.501
H 12.475599 3.857249 -10.141293 0.02 0.01 -0.01 0.452
H 1.268940 1.047877 3.682535 0.15 0.03 -0.03 0.192
H 0.915501 2.738639 -9.954433 -0.04 0.00 -0.01 0.451
H 12.031242 6.682170 -13.441504 0.04 -0.01 0.01 0.405
H -3.933443 -1.085662 5.025972 -0.16 0.04 0.17 0.350
C -0.826463 4.998711 -7.932380 0.02 0.03 0.05 -0.436
C -0.545303 4.122429 -9.096469 -0.06 -0.02 -0.06 0.316
H -1.571713 0.249621 3.870458 -0.28 -0.09 -0.07 0.488
H -3.544669 -0.579930 2.744233 -0.13 0.18 -0.01 0.429
C -0.814778 4.515464 -2.636645 -0.05 0.00 0.09 0.201
C 0.184327 3.832161 -3.494575 0.00 -0.01 0.01 -0.559
H -2.445396 -4.274914 7.877116 0.18 0.02 0.26 0.735
C -1.641499 -2.255083 7.565963 0.12 -0.25 0.22 -0.822
C -2.450226 -2.400536 2.156055 -0.39 0.56 0.36 -0.520
H -0.890089 -1.291336 9.345497 0.05 0.24 -0.03 0.426
H -1.780637 -3.958495 6.293475 0.18 -0.30 -0.05 -0.077
C 9.612220 5.353289 -11.363516 -0.04 0.01 0.01 0.702
C 12.441640 5.264380 -11.821262 0.08 -0.02 0.01 0.275
O -1.335699 4.022870 -10.012120 0.03 0.01 0.01 -0.563
H -0.180120 -0.761969 4.256568 0.06 -0.02 0.16 0.057
H 1.160586 -5.148812 2.455934 0.05 -0.17 -0.07 0.538
H -2.317703 -1.700098 4.793729 0.14 0.20 -0.09 -0.254
O 4.345626 2.367233 -7.266892 0.25 -0.14 -0.03 -0.425
C 0.259874 2.505155 -3.540976 0.02 0.04 -0.07 -0.256
C 10.498987 4.509560 -10.527387 0.06 0.02 0.01 -0.061
C 0.222347 1.207361 3.429542 -0.24 -0.42 -0.07 -0.307
H -4.378435 -4.152217 6.776057 -0.29 0.06 0.24 0.241
C 2.237493 -2.123775 3.364626 0.30 -0.45 -0.73 -0.800
C 8.368581 2.246089 -7.921293 0.03 -0.02 0.02 0.726
H -2.169020 -3.266197 2.754805 0.22 -0.23 -0.13 -0.100
C -1.648041 2.338027 -1.873224 -0.08 0.07 0.04 -0.169
H 9.572668 6.760120 -13.042320 -0.03 -0.01 0.02 0.408
H -3.761927 -1.038587 8.534864 0.07 -0.05 -0.25 0.317
C -10.131022 -5.083738 4.194958 0.06 -0.02 -0.05 -0.430
O -0.882942 5.729024 -2.602458 -0.01 -0.01 -0.07 -0.598
H -2.175103 -1.371422 7.227115 -0.07 0.12 -0.08 0.645
N -0.939007 -1.861808 -0.502955 -0.55 1.20 1.86 -0.701
C -8.903865 -5.154407 3.686108 -0.09 -0.01 -0.01 -0.411
H 3.252230 -2.131542 2.973198 0.23 0.03 0.04 0.387
C -5.191679 -2.064413 9.798851 0.12 0.11 -0.11 -1.428
C 7.481322 3.089956 -8.757795 -0.05 -0.02 -0.01 -0.187
H 5.950424 0.918161 -5.841885 -0.04 0.02 -0.01 0.455
P 1.130692 -2.744814 1.974949 0.62 0.33 0.51 0.117
H -0.147191 5.744494 -6.069789 0.03 -0.02 0.01 0.490
F -0.260755 2.205661 4.320429 0.12 0.06 0.14 -0.388
O 9.568281 2.210928 -8.115970 -0.05 0.05 -0.03 -0.572
O 8.412766 5.390418 -11.171631 0.05 -0.03 0.00 -0.553
C -3.778021 -3.243034 4.967603 -0.03 1.70 0.33 0.120
C 0.063476 -4.326916 4.134568 -0.34 -0.47 -0.41 -0.858
H 8.409171 0.840410 -6.241991 0.03 0.01 -0.02 0.405
H -9.413295 -3.499509 7.231414 -0.04 -0.01 0.00 0.429
O -6.613794 -4.683984 3.969317 -0.15 -0.14 -0.09 -0.461
H -0.853909 -4.897986 4.271861 -0.12 -0.14 0.14 0.361
H -0.663640 -2.210778 7.092868 0.15 0.10 -0.12 0.322
H -2.397118 -2.097314 10.950783 0.06 -0.19 0.22 0.466
O 2.110781 4.472815 -6.017301 0.01 0.02 -0.08 -0.586
H -7.111434 -3.630685 6.280146 0.03 -0.01 -0.04 0.520
H -1.766376 5.535538 -7.950790 -0.01 -0.02 -0.03 0.415
C -1.416870 -2.202970 9.073952 -0.20 -0.25 -0.06 -1.296
H -5.461720 -1.965728 10.846561 -0.14 -0.08 0.16 0.417
H -5.978158 -1.614771 9.199632 -0.17 0.13 -0.02 0.328
H 2.546137 2.935234 -8.069006 -0.27 0.20 0.04 0.652
C -1.722713 3.666493 -1.829446 0.01 -0.04 -0.03 -0.448
C 0.734635 3.374056 -9.096510 0.06 0.02 0.08 -0.416
C -10.379490 -4.472805 5.524406 -0.06 0.02 0.04 0.339
H -5.164401 -3.125994 9.567898 0.00 -0.14 -0.14 0.325
C 5.542098 2.333473 -7.463525 -0.06 0.02 0.07 0.221
C -3.832033 -1.400043 9.551333 -0.41 -0.41 0.49 -0.294